Record 1
24
Properties=species:S:1:pos:R:3:forces:R:3:nbo_charge:R:1 method="wB97M-V/def2-TZVPD" charge=-1 gap_ev=3.71 e_homo_ev=-0.09
C -1.0293 -2.1400 -0.4289 -0.27 0.17 -1.82 -0.42
C 0.2370 -2.2408 -1.0751 -0.58 0.24 0.05 -0.37
C 0.3012 -1.2507 -2.0961 -0.48 -0.02 0.15 -0.38
C -0.9312 -0.5305 -2.1050 -0.27 -1.43 0.03 -0.42
C -1.7920 -1.1034 -1.1002 0.45 -0.88 -0.40 -0.44
Cd -0.2638 0.1532 0.1783 -1.04 0.55 0.33 0.76
P 0.5715 -0.1262 2.5195 -0.08 -0.04 0.02 -0.37
H -1.4114 -2.7973 0.3249 -0.02 -0.07 0.35 0.22
H 1.0032 -2.9779 -0.8480 -0.11 0.26 0.03 0.21
H 1.1037 -1.1265 -2.8220 -0.14 0.06 0.33 0.21
H -2.8511 -0.8630 -0.9354 0.76 -0.02 0.03 0.23
H -1.2397 0.1809 -2.8483 0.05 0.30 0.02 0.22
H 1.8110 0.6205 2.7533 -0.30 0.07 0.53 -0.07
H 0.7454 -1.5096 2.9310 0.09 -0.34 0.86 -0.10
H -0.5127 0.4931 3.2746 0.91 -0.35 0.00 0.02
C 2.7882 3.3331 -0.4369 0.25 -0.67 -0.18 -0.65
C 2.1895 1.9349 -0.2791 -0.73 1.01 0.23 -0.14
O 0.7571 2.1458 0.0828 2.17 0.53 -0.53 -0.91
H 2.1879 3.8619 -1.1641 -0.02 0.22 -0.26 0.21
H 3.8425 3.3239 -0.7566 -0.22 -0.10 0.05 0.19
H 2.7046 3.8676 0.4987 0.09 0.13 0.27 0.21
H 2.1908 1.3622 -1.2002 -0.06 0.03 -0.18 0.19
H 2.6959 1.3330 0.4832 -0.10 0.18 0.02 0.18
H 0.7798 2.3927 1.0358 -0.34 0.17 0.10 0.43

Record 2
103
Properties=species:S:1:pos:R:3:forces:R:3:lowdin_charge:R:1 method="wB97M-V/def2-TZVPD" charge=0 gap_ev=7.76 e_homo_ev=-8.53
C -0.1637 0.1164 0.8440 0.46 0.41 0.16 -0.02
C 0.1807 1.2920 -0.0249 -0.12 0.37 0.77 -0.39
C 1.6477 1.5253 -0.2871 -0.15 -0.17 -0.36 0.00
N -0.7606 2.0288 -0.4683 0.01 -0.64 -0.88 0.15
C -0.4803 2.8123 -1.6192 0.14 0.32 0.93 -0.19
C -0.7107 2.2994 -2.8587 0.04 -0.15 -0.44 -0.16
C -1.2359 0.8816 -2.9083 -0.25 0.41 -0.23 -0.20
C -2.7562 0.8413 -2.6563 0.13 -0.37 0.33 -0.23
C -3.2270 -0.3958 -1.8828 -0.56 0.37 -0.29 -0.54
Cl -2.3194 -1.8801 -2.2895 0.03 -0.03 -0.01 0.61
C -0.4570 3.0745 -4.0707 -0.32 0.23 0.10 -0.25
P -0.7032 2.2229 -5.6965 0.37 -0.25 0.09 0.56
O -2.2859 1.8064 -5.5705 0.00 -0.02 0.15 -0.38
Br -0.9206 3.8293 -7.2078 -0.11 0.00 -0.02 0.36
C 0.0320 4.3369 -3.9374 0.09 -0.02 -0.11 -0.26
F 0.3577 5.1097 -4.9727 0.07 0.09 -0.04 0.01
C 0.2596 4.9075 -2.6628 -0.01 0.11 0.21 -0.28
N 0.7186 6.1354 -2.4028 0.01 0.02 -0.13 -0.21
S 0.7929 6.2549 -0.8144 -0.01 -0.09 0.15 1.03
N 0.2718 4.8028 -0.3649 0.06 0.10 -0.08 -0.21
C -0.0055 4.1440 -1.4952 0.04 0.07 -0.10 -0.30
H 0.5642 0.0224 1.6508 -0.12 -0.05 0.12 0.08
H -1.1714 0.1892 1.2415 -0.08 -0.11 -0.11 0.07
H -0.0380 -0.7744 0.2221 -0.20 -0.10 0.03 0.09
H 1.8886 1.1679 -1.2918 0.21 0.03 0.02 0.10
H 1.8828 2.5861 -0.2190 -0.07 0.05 -0.14 0.08
H 2.2649 1.0026 0.4387 -0.01 -0.17 -0.07 0.08
H -0.7666 0.2931 -2.1251 0.19 -0.03 -0.19 0.08
H -0.9731 0.4386 -3.8671 0.00 -0.31 0.09 0.07
H -3.3319 0.9086 -3.5750 0.13 0.13 -0.12 0.09
H -3.0131 1.7044 -2.0416 -0.12 0.03 -0.04 0.12
H -4.2575 -0.6057 -2.1615 -0.02 -0.06 0.09 0.07
H -3.2164 -0.2389 -0.8076 0.40 -0.16 0.04 0.07
H -2.3353 0.8431 -5.5998 -0.16 0.01 -0.18 0.05
C -4.2238 -4.8269 -0.5715 0.00 -0.09 -0.02 -0.12
O -3.0837 -5.5672 -0.2026 0.01 0.10 0.17 -0.19
C -1.8829 -4.9340 -0.6109 -0.12 -0.24 0.02 -0.23
C -0.7042 -5.4701 0.1684 0.10 0.03 -0.07 -0.18
O -0.5728 -4.9120 1.4674 0.00 -0.01 0.00 -0.13
C -1.4665 -5.3839 2.4634 0.00 0.09 0.07 -0.18
C -1.1241 -6.7569 2.9954 -0.16 -0.12 -0.06 -0.21
O -1.5686 -7.7664 2.1067 0.14 0.05 -0.11 -0.20
C -0.9120 -8.9936 2.3212 -0.10 0.01 0.00 -0.12
H -4.2873 -4.7070 -1.6595 -0.01 0.05 0.00 0.08
H -5.0979 -5.3741 -0.2235 0.01 -0.02 -0.01 0.09
H -4.2175 -3.8347 -0.1043 0.01 0.03 -0.06 0.08
H -1.9548 -3.8520 -0.4614 0.04 -0.02 0.01 0.07
H -1.7291 -5.1322 -1.6819 0.07 0.13 -0.01 0.13
H 0.2026 -5.1677 -0.3601 0.01 0.01 0.02 0.13
H -0.7244 -6.5614 0.2035 -0.12 0.00 0.01 0.12
H -2.5012 -5.3516 2.1157 0.00 -0.12 -0.03 0.12
H -1.3663 -4.6770 3.2898 0.01 0.01 -0.01 0.13
H -1.6172 -6.8984 3.9675 0.10 0.04 0.06 0.13
H -0.0381 -6.8278 3.1341 0.01 0.03 0.04 0.13
H 0.1674 -8.8973 2.1537 0.01 -0.01 0.06 0.09
H -1.3147 -9.7106 1.6087 -0.02 0.00 0.01 0.09
H -1.0853 -9.3672 3.3374 0.04 -0.01 0.01 0.09
C 7.2844 0.0636 -3.9394 0.07 -0.02 0.06 -0.11
O 6.9671 -0.5747 -2.7239 -0.15 -0.08 -0.10 -0.20
C 6.0391 0.1679 -1.9558 0.25 -0.05 0.05 -0.21
C 5.3804 -0.7054 -0.9113 -0.13 0.05 0.01 -0.18
O 4.3323 -1.5173 -1.4250 0.08 0.03 0.04 -0.14
C 4.7263 -2.6411 -2.2006 -0.16 -0.04 -0.06 -0.18
C 5.2765 -3.7888 -1.3850 0.20 -0.01 -0.05 -0.21
O 6.6271 -3.5525 -1.0295 -0.07 0.13 0.12 -0.20
C 7.0391 -4.3459 0.0593 0.05 0.00 -0.08 -0.11
H 7.7407 1.0455 -3.7671 -0.03 0.02 -0.03 0.09
H 7.9963 -0.5682 -4.4664 0.02 0.00 0.02 0.09
H 6.3920 0.1874 -4.5641 0.00 0.05 0.00 0.09
H 5.2659 0.5985 -2.6049 -0.02 0.02 0.03 0.13
H 6.5737 0.9858 -1.4515 -0.11 0.08 -0.02 0.13
H 4.9000 -0.0413 -0.1889 -0.04 -0.03 0.00 0.12
H 6.1184 -1.3052 -0.3757 0.10 0.00 -0.11 0.12
H 5.4258 -2.3538 -2.9874 0.11 -0.03 0.07 0.12
H 3.8077 -2.9881 -2.6786 -0.01 0.02 0.02 0.13
H 5.2232 -4.7101 -1.9818 -0.11 -0.03 0.05 0.13
H 4.6653 -3.9143 -0.4825 -0.05 -0.02 -0.02 0.13
H 6.4472 -4.1235 0.9550 -0.02 -0.06 0.00 0.09
H 8.0821 -4.1106 0.2608 0.01 0.00 -0.02 0.09
H 6.9542 -5.4145 -0.1707 -0.02 -0.01 0.04 0.09
C -1.5018 2.7257 2.6723 -0.07 0.05 0.30 -0.12
O -1.8735 3.9758 3.2084 -0.18 -0.08 -0.01 -0.19
C -1.7331 5.0284 2.2725 0.04 -0.04 0.18 -0.22
C -2.5467 6.2305 2.6930 0.02 0.08 -0.06 -0.18
O -3.9305 6.1251 2.3923 0.00 0.01 0.02 -0.13
C -4.7082 5.2863 3.2307 -0.08 -0.03 -0.07 -0.19
C -5.0277 5.8910 4.5790 0.10 -0.12 0.13 -0.21
O -3.9272 5.7649 5.4624 0.08 0.13 -0.10 -0.20
C -4.0025 6.6675 6.5405 0.01 -0.09 0.01 -0.12
H -0.4490 2.7156 2.3678 -0.01 0.02 -0.06 0.08
H -1.6513 1.9875 3.4601 0.04 0.00 0.00 0.09
H -2.1251 2.4602 1.8129 0.08 0.03 -0.09 0.08
H -2.0578 4.6988 1.2785 0.03 0.02 -0.03 0.12
H -0.6745 5.3117 2.2150 0.00 0.02 -0.13 0.11
H -2.1972 7.0839 2.1072 -0.02 0.01 0.00 0.13
H -2.3854 6.4588 3.7489 0.01 -0.11 0.03 0.12
H -4.2463 4.3036 3.3476 0.05 0.03 0.11 0.12
H -5.6528 5.1540 2.6987 0.01 0.01 -0.01 0.13
H -5.8910 5.3664 5.0124 -0.08 0.09 -0.04 0.13
H -5.2849 6.9492 4.4458 -0.05 0.00 -0.02 0.13
H -3.9891 7.7054 6.1871 -0.05 0.01 0.02 0.09
H -3.1309 6.5005 7.1703 0.00 -0.02 0.00 0.09
H -4.9080 6.5034 7.1367 -0.01 0.05 0.00 0.09

Record 3
92
Properties=species:S:1:pos:R:3:forces:R:3:lowdin_spin:R:1 method="wB97M-V/def2-TZVPD" charge=+1 spin_multiplicity=8 s_squared=16.0801 gap_ev="7.11 / 6.22" e_homo_ev="-10.49 / -10.42" e_above_lowest_kcal_mol=47.0
Gd -0.4269 -0.1987 0.6808 0.03 -0.14 -0.64 6.82
O -0.9354 -0.7714 2.7596 -0.20 -0.20 1.10 -0.02
C -1.1625 -0.0908 3.7843 0.04 0.01 -0.10 0.00
C -1.2243 1.3285 3.8723 0.06 -0.05 -0.09 0.00
C -1.5043 1.8660 5.1431 -0.01 -0.20 0.12 0.00
C -1.5859 3.2111 5.3066 -0.19 0.21 0.05 0.00
C -1.3853 4.0868 4.2270 -0.03 0.05 0.08 0.00
C -1.1045 3.5910 2.9844 0.03 0.10 -0.03 0.00
C -1.0221 2.1996 2.7519 -0.03 -0.06 -0.06 0.00
O -0.7982 1.7532 1.5615 -0.24 0.77 0.34 -0.02
N -1.8918 3.7591 6.6398 0.64 0.14 0.21 0.00
O -1.9732 4.9679 6.7394 -0.19 -0.19 -0.13 0.00
O -1.9618 2.9774 7.5683 -0.22 0.03 -0.24 0.00
H -1.3323 -0.6330 4.7202 -0.03 -0.06 0.03 0.00
H -1.6561 1.2147 5.9957 0.00 0.02 -0.03 0.00
H -1.4586 5.1507 4.4043 0.00 0.01 -0.01 0.00
H -0.9457 4.2488 2.1391 -0.03 0.00 0.05 0.00
C -4.9483 -0.4439 0.7554 -0.09 -0.01 -0.12 0.00
C -4.5161 0.8312 0.0354 0.13 -0.04 0.06 0.00
C -4.1047 1.9128 1.0289 0.03 -0.07 -0.05 0.00
C -3.4499 0.5632 -1.0538 0.02 -0.18 -0.05 0.00
C -4.0820 -0.0657 -2.3056 0.04 -0.05 0.04 0.00
O -3.4963 -1.3855 -2.3843 -0.02 0.05 -0.06 0.00
C -2.5681 -1.4744 -1.4436 -0.17 0.06 0.11 0.00
N -2.4169 -0.4435 -0.6813 -0.24 0.07 0.18 -0.01
C -1.9334 -2.8056 -1.3165 -0.05 -0.02 0.03 0.00
C -2.8561 -3.8567 -1.3153 0.03 0.05 -0.01 0.00
C -2.4301 -5.1667 -1.2036 0.04 -0.02 -0.01 0.00
C -1.0708 -5.4169 -1.1128 -0.03 0.01 0.01 0.00
C -0.1617 -4.3666 -1.1040 0.06 -0.02 -0.02 0.00
C -0.5472 -3.0273 -1.2035 -0.19 0.24 0.16 0.01
P 0.7919 -1.5274 -1.3430 0.70 -0.74 -1.23 0.15
C -0.1318 -0.9906 -2.9152 -0.03 0.07 -0.02 0.01
C -0.4652 0.3568 -3.0820 -0.02 -0.17 -0.14 0.00
C -1.1000 0.8111 -4.2294 0.03 -0.02 0.03 0.00
C -1.3868 -0.0838 -5.2539 0.01 -0.03 -0.03 0.00
C -1.0385 -1.4196 -5.1169 -0.03 -0.02 0.03 0.00
C -0.4262 -1.8707 -3.9515 -0.03 0.03 0.00 0.01
C 2.0183 -2.6650 -0.4760 -0.08 0.02 0.14 0.01
C 1.8563 -2.9292 0.8810 0.25 -0.07 -0.18 0.00
C 2.6967 -3.8016 1.5581 -0.03 0.08 0.02 0.00
C 3.7197 -4.4371 0.8697 0.08 -0.04 -0.07 0.00
C 3.9032 -4.1800 -0.4838 -0.02 0.02 0.01 0.00
C 3.0638 -3.2919 -1.1482 0.02 0.00 0.00 0.01
H -5.7555 -0.2203 1.4555 0.03 -0.04 -0.06 0.00
H -4.1250 -0.8781 1.3219 0.06 -0.01 0.05 0.00
H -5.3132 -1.2066 0.0594 0.03 0.04 0.05 0.00
H -5.3852 1.2015 -0.5163 0.01 0.10 -0.03 0.00
H -3.2763 1.5732 1.6514 -0.02 0.00 0.02 0.00
H -4.9375 2.1626 1.6887 0.03 -0.03 -0.02 0.00
H -3.7932 2.8276 0.5189 0.02 -0.03 0.03 0.00
H -2.9408 1.4962 -1.2969 -0.03 0.11 -0.05 0.00
H -3.8594 0.4621 -3.2291 0.08 -0.04 -0.03 0.00
H -5.1564 -0.1911 -2.2068 -0.09 -0.03 -0.02 0.00
H -3.9130 -3.6396 -1.4062 0.03 0.02 0.00 0.00
H -3.1504 -5.9755 -1.2001 0.05 0.04 -0.01 0.00
H -0.7059 -6.4351 -1.0504 -0.01 0.03 0.00 0.00
H 0.8875 -4.6193 -1.0378 -0.04 0.01 -0.01 0.00
H -0.2258 1.0680 -2.2992 0.03 0.14 0.12 0.00
H -1.3617 1.8589 -4.3341 0.02 -0.05 0.03 0.00
H -1.8737 0.2610 -6.1577 0.01 -0.01 0.03 0.00
H -1.2611 -2.1186 -5.9144 0.03 0.02 0.03 0.00
H -0.1948 -2.9252 -3.8392 -0.01 0.03 -0.05 0.00
H 1.0699 -2.4379 1.4383 -0.24 -0.06 0.19 0.00
H 2.5577 -3.9840 2.6172 -0.01 0.02 -0.04 0.00
H 4.3758 -5.1280 1.3863 -0.04 0.04 -0.04 0.00
H 4.6979 -4.6786 -1.0257 -0.02 0.02 0.01 0.00
H 3.2143 -3.1013 -2.2062 0.02 -0.05 0.06 0.00
C 2.0201 4.5294 0.0733 0.04 0.00 -0.04 0.00
C 1.8237 3.0684 -0.2997 0.09 0.08 0.01 0.00
N 3.0790 2.3291 -0.2345 -0.15 0.04 -0.04 0.00
C 3.3350 1.2475 0.4973 0.07 -0.08 0.04 0.00
S 2.2292 0.5070 1.5771 0.11 0.16 0.11 -0.01
N 4.5559 0.7111 0.4092 0.07 0.06 0.05 0.00
C 5.6699 1.2116 -0.3904 -0.01 0.06 0.10 0.00
C 6.4088 2.3818 0.2510 -0.04 -0.01 0.01 0.00
H 1.0809 5.0731 -0.0411 0.04 -0.02 0.01 0.00
H 2.7593 5.0071 -0.5747 -0.04 0.00 0.04 0.00
H 2.3540 4.6215 1.1075 -0.01 0.00 -0.02 0.00
H 1.4214 2.9867 -1.3124 -0.01 -0.04 -0.03 0.00
H 1.1293 2.6023 0.3888 -0.08 -0.09 0.09 0.00
H 3.8245 2.6808 -0.8141 0.03 0.02 -0.01 0.00
H 4.7114 -0.0778 1.0143 -0.02 -0.07 -0.01 0.00
H 5.3023 1.4679 -1.3855 -0.01 -0.01 -0.08 0.00
H 6.3483 0.3741 -0.5312 0.02 -0.05 -0.02 0.00
H 5.7496 3.2341 0.4280 0.02 -0.03 -0.01 0.00
H 7.2228 2.7095 -0.3964 -0.02 -0.01 0.01 0.00
H 6.8330 2.0838 1.2095 -0.01 0.01 -0.01 0.00
C 2.2865 -0.5399 -2.0482 -0.09 0.13 0.11 0.02
H 3.1348 -0.5724 -1.3681 0.01 0.01 0.00 0.00
H 2.0161 0.4961 -2.2610 0.00 -0.03 -0.02 0.00
H 2.5785 -0.9913 -2.9995 0.03 0.01 -0.02 0.01

Record 4
9
Properties=species:S:1:pos:R:3:forces:R:3:nbo_charge:R:1 method="wB97M-V/def2-TZVPD" charge=-1 gap_ev=7.93 e_homo_ev=-4.35 e_above_lowest_kcal_mol=5.7
C -0.8336 -1.0481 0.1500 -3.17 -0.17 1.74 0.69
C -4.0320 -0.0571 -0.1848 -1.10 -0.35 3.05 1.06
N 0.3155 -1.4871 0.0281 1.93 -0.75 -0.52 -0.32
O -4.4637 -0.0416 0.9027 0.37 0.21 -0.59 -0.56
O -1.9376 -1.5196 0.4243 1.15 0.73 -0.90 -0.69
O -3.7399 -0.0903 -1.2805 0.68 0.16 -2.54 -0.52
O 1.4562 -0.6978 0.0355 0.96 -0.61 -0.03 -0.59
Cl -0.9064 1.0232 0.2146 0.17 0.22 -0.16 -0.54
H 1.2768 0.2190 -0.1770 -0.99 0.55 -0.05 0.46

Record 5
19
Properties=species:S:1:pos:R:3:forces:R:3:nbo_charge:R:1 method="wB97M-V/def2-TZVPD" charge=0 gap_ev=9.74 e_homo_ev=-9.04 e_above_lowest_kcal_mol=35.1 smiles="CNC(C)=O.CN"
C -0.4559 2.3249 0.0830 -2.03 0.13 1.97 -0.69
C -1.1527 1.1876 0.8123 -2.02 -1.13 2.55 0.66
C -1.9064 -1.1123 1.0230 1.67 -1.92 -0.84 -0.40
C 2.3582 -0.8623 -0.5681 -0.66 -1.17 0.25 -0.43
H 0.1206 1.9914 -0.6988 1.29 -0.78 -2.01 0.20
H 0.1939 2.7029 0.8665 -0.02 0.76 -0.16 0.24
H -1.2384 3.0494 -0.2752 0.96 -0.57 0.59 0.25
H -0.3728 -0.4279 -0.3161 -0.91 0.56 0.57 0.43
H -2.9076 -0.7315 1.1019 -0.42 -0.16 0.27 0.22
H -1.8399 -2.1041 0.3897 -0.33 2.03 1.12 0.19
H -1.4330 -1.3310 1.9919 -0.78 -0.09 0.04 0.20
H 1.4833 -0.4341 -2.3158 -1.00 -2.40 1.02 0.37
H 1.1397 -2.0912 -1.8579 0.37 -0.85 -0.54 0.37
H 1.9751 -1.2058 0.4351 0.98 0.04 -0.84 0.20
H 3.4042 -1.2878 -0.8543 -1.76 0.95 0.72 0.19
H 2.2723 0.2298 -0.5228 0.95 -0.20 0.18 0.20
N -1.0798 -0.1100 0.3863 1.25 0.64 -1.80 -0.64
N 1.2718 -1.1626 -1.5469 1.06 3.68 -0.69 -0.87
O -1.8324 1.3746 1.8659 1.40 0.49 -2.40 -0.67

Computed energy (eV) in order:
-23381.5554, -162349.2993, -96216.3390, -24293.8237, -9369.6706